A molecular structure, C3H7FO2Pd. Source: OMol25; level of theory: ωB97M-V/def2-TZVPD.

```
! RIJCOSX wB97M-V def2-TZVPD def2/J DEFGRID3
* xyz 0 3
Pd 1.396 0.602 -0.153
F 2.838 -0.186 -0.541
O 0.325 1.907 -0.258
C -1.010 1.520 -0.199
C -1.266 0.134 0.397
O -0.730 -0.940 -0.340
C 0.594 -1.376 0.054
H -1.469 1.527 -1.211
H -1.603 2.231 0.415
H -2.356 -0.025 0.442
H -0.877 0.112 1.435
H 0.975 -1.945 0.931
H 2.585 -1.241 -0.452
H 0.597 -2.320 -0.520
*
```

Its LUMO energy (spin up / spin down) is 0.30 / -0.63 eV. The value obtained for the total energy is -496.390621 Ha. As for the max |F|: 14.17 eV/Å. The value obtained for the orbital gap (spin up / spin down) is 7.1 / 7.8 eV. The energy relative to the best compared isomer or geometry (same formula, charge and spin) is 0.0 kcal/mol. Its HOMO energy (spin up / spin down) is -6.7923 / -8.4359 eV.



2 unconnected molecules or ions with the total composition C3H7I2P3. Source: OMol25; level of theory: ωB97M-V/def2-TZVPD.

```
! RIJCOSX wB97M-V def2-TZVPD def2/J DEFGRID3
* xyz 0 1
C -1.183 2.261 0.500
C 1.634 -0.852 -1.228
C -0.499 1.001 0.749
P -1.334 -0.510 1.137
P 0.337 -1.752 1.683
P 0.242 -0.009 -1.905
I -0.632 -3.915 1.426
I -1.250 -1.900 -2.343
H -0.458 2.943 0.419
H -1.985 2.113 -0.191
H -1.632 2.561 1.481
H 2.214 -1.652 -1.631
H 1.570 -1.309 -0.151
H 2.448 -0.020 -1.049
H 0.528 1.041 1.102
*
```

Its LUMO energy (spin up / spin down) is -1.54 / -1.23 eV. The value obtained for the total energy is -1737.863323 Ha. As for the max |F|: 4.18 eV/Å. The value obtained for the orbital gap (spin up / spin down) is 6.2 / 6.6 eV. The energy relative to the best compared isomer or geometry (same formula, charge and spin) is 37.8 kcal/mol. Its HOMO energy (spin up / spin down) is -7.7434 / -7.7829 eV.



A gas-phase ion, C3H7IN (charge +1). Source: OMol25; level of theory: ωB97M-V/def2-TZVPD.

```
! RIJCOSX wB97M-V def2-TZVPD def2/J DEFGRID3
* xyz 1 1
C -0.548 -0.414 0.302
C 0.294 -1.581 -1.652
C 0.242 0.694 1.019
N -0.645 -0.492 -1.226
I -0.152 -3.563 -1.533
H -0.835 -1.271 0.989
H 1.298 -1.277 -1.539
H -0.385 1.526 1.118
H 1.154 0.927 0.405
H 0.478 0.449 1.981
H -1.692 -0.468 -1.617
H -0.201 0.323 -1.472
*
```

Its LUMO energy (spin up / spin down) is -4.79 / -5.35 eV. The value obtained for the total energy is -470.527900 Ha. As for the max |F|: 4.75 eV/Å. The value obtained for the orbital gap (spin up / spin down) is 8.4 / 8.2 eV. The energy relative to the best compared isomer or geometry (same formula, charge and spin) is 110.1 kcal/mol. Its HOMO energy (spin up / spin down) is -13.1546 / -13.5472 eV.



A molecular structure, C3H7IN2PS. Source: OMol25; level of theory: ωB97M-V/def2-TZVPD.

```
! RIJCOSX wB97M-V def2-TZVPD def2/J DEFGRID3
* xyz 1 1
C -3.967 0.716 0.903
C 1.326 -0.786 -0.305
C -1.709 -0.266 -0.804
N 1.737 -0.570 -1.608
N 2.170 -1.337 0.580
P -3.361 -0.823 0.860
S -0.284 -0.577 0.411
I -1.510 -1.829 -2.309
H -4.792 1.096 1.630
H -3.639 1.586 0.386
H -2.006 0.709 -1.097
H 2.586 -0.134 -1.818
H 1.022 -0.356 -2.266
H 3.150 -1.317 0.380
H 2.048 -1.489 1.559
*
```

Its LUMO energy is -4.02 eV. The value obtained for the total energy is -1264.912933 Ha. As for the max |F|: 4.36 eV/Å. The value obtained for the orbital gap is 8.5 eV. The energy relative to the best compared isomer or geometry (same formula, charge and spin) is 42.7 kcal/mol. Its HOMO energy is -12.5298 eV.



C3H7IN2Si in the gas phase. Source: OMol25; level of theory: ωB97M-V/def2-TZVPD.

```
! RIJCOSX wB97M-V def2-TZVPD def2/J DEFGRID3
* xyz 0 1
C 0.308 2.117 -0.080
C 1.351 1.151 0.439
C -1.800 -1.721 0.275
N -0.784 1.784 -0.593
N 0.893 -0.230 0.300
Si -0.493 -0.670 -0.560
I 0.327 -1.589 -2.762
H 0.528 3.225 -0.030
H 2.298 1.420 -0.221
H 1.804 1.400 1.388
H -2.372 -2.371 -0.227
H -1.194 -2.355 0.958
H -2.508 -1.148 0.728
H 1.641 -1.014 0.385
*
```

Its LUMO energy is 0.13 eV. The value obtained for the total energy is -815.188718 Ha. As for the max |F|: 4.29 eV/Å. The value obtained for the orbital gap is 8.5 eV. The energy relative to the best compared isomer or geometry (same formula, charge and spin) is 51.2 kcal/mol. Its HOMO energy is -8.3303 eV.



A molecular structure, C3H7IN3. Source: OMol25; level of theory: ωB97M-V/def2-TZVPD.

```
! RIJCOSX wB97M-V def2-TZVPD def2/J DEFGRID3
* xyz 1 1
C -0.251 1.004 -0.090
C -0.042 -1.494 -0.273
C -0.731 -0.426 0.403
N 0.966 1.251 -0.318
N 2.010 -0.234 -0.976
N -1.196 1.906 0.015
I 3.535 -0.445 0.193
H 1.079 -0.854 -0.753
H -0.664 -1.823 -1.044
H 0.445 -2.215 0.462
H -1.753 -0.545 0.380
H -0.619 -0.541 1.549
H -1.983 1.579 0.490
H -0.795 2.837 -0.037
*
```

Its LUMO energy (spin up / spin down) is -7.19 / -7.19 eV. The value obtained for the total energy is -579.951761 Ha. As for the max |F|: 4.60 eV/Å. The value obtained for the orbital gap (spin up / spin down) is 6.6 / 6.6 eV. The energy relative to the best compared isomer or geometry (same formula, charge and spin) is 161.5 kcal/mol. Its HOMO energy (spin up / spin down) is -13.7967 / -13.7972 eV.



2 unconnected molecules or ions with the total composition C3H7INO. Source: OMol25; level of theory: ωB97M-V/def2-TZVPD.

```
! RIJCOSX wB97M-V def2-TZVPD def2/J DEFGRID3
* xyz 1 1
C 0.304 -1.816 1.376
C -0.140 2.027 -1.137
C -0.592 0.637 -0.834
N -0.148 0.030 0.277
O 0.654 -2.611 0.366
I 1.712 -1.245 2.781
H 0.822 2.197 -0.683
H -0.895 2.768 -0.858
H -0.223 2.233 -2.186
H -1.251 0.134 -1.628
H -0.667 -2.001 1.815
H -0.105 -2.982 -0.114
H 0.529 0.630 0.825
*
```

Its LUMO energy is -5.06 eV. The value obtained for the total energy is -545.850642 Ha. As for the max |F|: 2.74 eV/Å. The value obtained for the orbital gap is 9.6 eV. The energy relative to the best compared isomer or geometry (same formula, charge and spin) is 47.2 kcal/mol. Its HOMO energy is -14.6266 eV.



A gas-phase ion, C3H7INS (charge +1). Source: OMol25; level of theory: ωB97M-V/def2-TZVPD.

```
! RIJCOSX wB97M-V def2-TZVPD def2/J DEFGRID3
* xyz 1 1
S -0.710 -1.551 -0.702
C -1.355 -0.533 0.669
C -0.769 0.897 0.539
N -1.302 1.447 -0.661
C -0.820 2.304 -1.471
I 0.921 3.358 -0.933
H -0.676 -2.768 -0.090
H -1.011 -0.924 1.686
H -2.349 -0.451 0.669
H -1.261 1.513 1.321
H 0.282 1.182 0.532
H -2.157 1.042 -1.063
H -1.346 2.621 -2.281
*
```

Its LUMO energy is -5.08 eV. The value obtained for the total energy is -868.835448 Ha. As for the max |F|: 6.03 eV/Å. The value obtained for the orbital gap is 8.0 eV. The energy relative to the best compared isomer or geometry (same formula, charge and spin) is 2.4 kcal/mol. Its HOMO energy is -13.1207 eV.



3 unconnected molecules or ions with the total composition C3H7IO4. Source: OMol25; level of theory: ωB97M-V/def2-TZVPD.

```
! RIJCOSX wB97M-V def2-TZVPD def2/J DEFGRID3
* xyz 0 3
C -1.498 -2.138 0.423
C -0.582 -0.961 0.343
C 0.243 2.570 -0.265
O 0.435 -1.072 -0.439
O -0.718 0.124 0.931
O -0.958 2.484 0.087
O 1.092 1.709 -0.385
I 3.968 0.054 -0.019
H -1.157 -2.806 -0.306
H -2.400 -1.760 -0.017
H -1.691 -2.458 1.499
H 2.998 -0.603 -0.891
H 0.463 3.570 -0.703
H -1.110 1.521 0.222
H 0.915 -0.233 -0.479
*
```

Its LUMO energy (spin up / spin down) is 0.70 / -3.41 eV. The value obtained for the total energy is -716.964086 Ha. As for the max |F|: 6.19 eV/Å. The value obtained for the orbital gap (spin up / spin down) is 6.0 / 6.3 eV. The energy relative to the best compared isomer or geometry (same formula, charge and spin) is 14.6 kcal/mol. Its HOMO energy (spin up / spin down) is -5.2770 / -9.7542 eV.



2 unconnected molecules or ions with the total composition C3H7N. Source: OMol25; level of theory: ωB97M-V/def2-TZVPD.

```
! RIJCOSX wB97M-V def2-TZVPD def2/J DEFGRID3
* xyz 0 1
C 0.492 3.236 3.373
C 0.694 4.511 3.080
H 1.131 2.398 3.071
H -0.597 2.863 3.402
H 1.555 4.971 2.569
H -0.261 5.037 3.018
C -0.570 -3.387 -3.567
N -0.604 -4.453 -2.804
H -1.382 -3.353 -4.272
H 0.341 -2.778 -3.634
H -0.262 -4.130 -1.841
*
```

Its LUMO energy is 0.78 eV. The value obtained for the total energy is -173.133024 Ha. As for the max |F|: 3.95 eV/Å. The value obtained for the orbital gap is 10.3 eV. The energy relative to the best compared isomer or geometry (same formula, charge and spin) is 68.4 kcal/mol. Its HOMO energy is -9.5387 eV.